(1)
6
Properties=species:S:1:pos:R:3:mulliken_spin:R:1 method="wB97M-V/def2-TZVPD" de_lowest_ev=0.0000 charge=+1 spin_multiplicity=2 orbital_gap_ev="8.37 / 9.36" total_energy_ha=-224.478864 homo_energy_ev="-14.57 / -16.52" lumo_ev="-6.2 / -7.2" s2=0.7698
Ag 1.357 1.202 0.504 0.162
C -0.775 0.488 -0.404 0.326
C -0.333 -0.671 -0.282 -0.145
H -1.547 1.212 -0.159 0.011
H 1.605 -0.656 0.023 0.626
H -0.307 -1.576 0.318 0.020



(2)
7
Properties=species:S:1:pos:R:3:mulliken_spin:R:1 method="wB97M-V/def2-TZVPD" de_lowest_ev=0.1412 charge=+1 spin_multiplicity=2 orbital_gap_ev="8.40 / 7.82" total_energy_ha=-395.327287 homo_energy_ev="-14.06 / -15.29" lumo_ev="-5.7 / -7.5" s2=0.7652
Al 0.512 -0.889 1.790 0.375
O 1.556 -0.266 -0.059 0.067
C 0.527 0.251 -0.605 -0.020
C -0.686 0.211 0.097 0.538
H -0.940 1.077 0.720 -0.003
H -1.419 -0.533 -0.232 0.002
H 0.449 0.149 -1.710 0.042



(3)
9
Properties=species:S:1:pos:R:3:nbo_charge:R:1 method="wB97M-V/def2-TZVPD" charge=+2 orbital_gap_ev="5.53 / 6.58" total_energy_ha=-474.333611 homo_energy_ev="-17.25 / -18.49" lumo_ev="-11.7 / -11.9"
Bi -1.252 2.634 -0.774 1.685
F -0.036 -2.268 0.504 -0.235
O -0.466 1.086 -0.056 -1.002
C -0.348 -0.224 -0.535 -0.311
C 0.430 -1.025 0.435 0.435
Li 0.641 0.912 1.559 0.937
H -1.341 -0.697 -0.699 0.269
H 0.183 -0.285 -1.509 0.274
H 2.189 -0.132 1.075 -0.053



(4)
8
Properties=species:S:1:pos:R:3:nbo_charge:R:1 method="wB97M-V/def2-TZVPD" de_lowest_ev=3.2696 charge=0 orbital_gap_ev="5.57 / 7.31" total_energy_ha=-5280.648818 homo_energy_ev="-9.42 / -10.01" lumo_ev="-3.8 / -2.7"
Br -0.437 -0.756 2.482 -0.224
Br 2.416 1.842 -1.350 -0.046
N -1.714 0.458 -0.353 -0.592
C 0.528 -0.593 -0.151 -0.598
C -0.616 -0.031 -0.390 0.492
H 0.703 -1.660 -0.622 0.281
H -2.271 0.719 0.440 0.432
H 1.392 0.022 -0.056 0.255



(5)
10
Properties=species:S:1:pos:R:3:nbo_charge:R:1 method="wB97M-V/def2-TZVPD" de_lowest_ev=0.0000 charge=0 orbital_gap_ev=9.01 total_energy_ha=-5717.881276 homo_energy_ev=-9.82 lumo_ev=-0.8
Br -2.829 1.216 -0.889 -0.370
Br 0.027 3.091 0.480 -0.019
P -1.810 2.427 -2.477 1.352
O 0.075 1.425 -1.730 -0.595
O -2.129 1.757 -3.709 -1.014
C 0.107 1.375 -0.501 0.610
C 0.098 0.259 0.424 -0.749
H 0.049 -0.668 -0.054 0.252
H -0.548 0.208 1.183 0.266
H 1.162 0.233 0.682 0.267



(6)
10
Properties=species:S:1:pos:R:3:nbo_charge:R:1 method="wB97M-V/def2-TZVPD" de_lowest_ev=4.4671 charge=0 orbital_gap_ev="6.03 / 6.52" total_energy_ha=-5717.717115 homo_energy_ev="-7.31 / -7.70" lumo_ev="-1.3 / -1.2"
Br 1.469 2.050 -0.023 0.113
Br 2.935 -0.847 0.666 0.070
P -2.689 0.062 0.484 0.575
O -0.025 -1.845 -1.203 -0.537
O -0.836 -0.068 -0.013 -0.688
C -0.146 -0.812 -0.665 0.945
C 1.977 0.350 -0.510 -0.639
H -2.433 -0.340 1.943 -0.010
H 2.137 0.201 -1.617 0.229
H -2.388 1.249 0.937 -0.059



(7)
9
Properties=species:S:1:pos:R:3:mulliken_spin:R:1 method="wB97M-V/def2-TZVPD" de_lowest_ev=1.4611 charge=0 spin_multiplicity=3 orbital_gap_ev="6.04 / 6.28" total_energy_ha=-3861.826117 homo_energy_ev="-5.51 / -10.48" lumo_ev="0.5 / -4.2" s2=2.0084
Br 3.713 -1.543 0.246 1.071
Cl 3.125 1.663 -1.887 0.058
Cl 3.292 1.943 1.231 0.033
Si 2.565 0.874 -0.219 0.688
C 0.904 0.303 0.505 0.020
C -0.262 0.240 -0.132 0.124
H -1.170 0.008 0.344 0.012
H 1.012 0.112 1.641 -0.008
H -0.416 0.576 -1.217 0.001



(8)
8
Properties=species:S:1:pos:R:3:nbo_charge:R:1 method="wB97M-V/def2-TZVPD" de_lowest_ev=0.9735 charge=0 orbital_gap_ev=10.18 total_energy_ha=-3212.034393 smiles="F/C=C/Br.Cl" homo_energy_ev=-9.54 lumo_ev=0.6
Br 1.029 2.290 1.066 0.055
Cl -0.464 -1.174 2.117 -0.284
F -0.748 0.062 -1.907 -0.321
C -0.603 0.866 -0.834 0.210
C 0.574 0.953 -0.224 -0.361
H -1.519 1.316 -0.385 0.186
H 1.462 0.411 -0.570 0.231
H -0.947 -0.986 3.352 0.283